A | The molecule C4H6OS. Source: OMol25; level of theory: wB97M-V/def2-TZVPD.

For the HOMO-LUMO gap, the calculation gives 8.626 eV. As for the HOMO energy: -8.16 eV. For the LUMO energy, the calculation gives 0.47 eV.

Positions of all 12 atoms, in Å:
C (-1.076, -0.768, -0.010)
C (-1.246, 0.594, 0.073)
C (-0.020, -1.814, -0.028)
C (-0.315, 1.755, 0.180)
O (-2.381, -1.175, -0.044)
S (-3.021, 0.384, -0.085)
H (0.613, -1.726, -0.869)
H (0.705, -1.583, 0.806)
H (-0.631, -2.724, -0.020)
H (-0.295, 2.214, 1.167)
H (0.705, 1.302, 0.040)
H (-0.606, 2.407, -0.538)

---

B | A structure of composition C4H6OS. Source: OMol25; level of theory: wB97M-V/def2-TZVPD.

For the HOMO-LUMO gap, the calculation gives 8.385 eV. As for the HOMO energy: -8.96 eV. For the LUMO energy, the calculation gives -0.57 eV.

Positions of all 12 atoms, in Å:
C (-1.307, 1.221, 0.450)
C (-0.264, -0.047, 0.365)
C (0.754, -1.274, -0.847)
C (1.156, 0.044, -0.283)
H (-2.142, 0.949, 0.998)
H (-1.391, 1.785, -0.505)
H (-0.866, 1.848, 1.343)
H (-0.174, -0.626, 1.335)
H (1.383, -2.115, -0.115)
H (1.105, -1.594, -2.114)
O (-0.688, -1.152, -0.585)
S (2.434, 0.960, -0.045)

---

Quick look at relative energies in kJ/mol: A 0.0; B 149.6.

---

A | A cluster of 2 separate species, C4H6OS in total. Source: OMol25; level of theory: wB97M-V/def2-TZVPD.

For the HOMO-LUMO gap (alpha / beta), the calculation gives 8.318 / 8.284 eV. As for the HOMO energy (alpha / beta): -7.88 / -7.74 eV. For the LUMO energy (alpha / beta), the calculation gives 0.44 / 0.55 eV.

Positions of all 12 atoms, in Å:
C (-2.381, -0.809, -0.110)
C (-2.265, -1.999, -0.105)
C (1.826, 2.265, -0.076)
C (0.925, 0.096, -0.566)
O (1.055, 1.407, -0.724)
S (1.811, -1.130, 0.430)
H (-2.325, 0.293, 0.022)
H (-2.163, -2.993, 0.033)
H (1.664, 3.245, -0.352)
H (2.316, 2.083, 0.811)
H (0.449, -0.427, -1.409)
H (1.165, -0.850, 1.575)

---

B | The molecule C4H6OS. Source: OMol25; level of theory: wB97M-V/def2-TZVPD.

For the HOMO-LUMO gap, the calculation gives 9.662 eV. As for the HOMO energy: -8.87 eV. For the LUMO energy, the calculation gives 0.79 eV.

Positions of all 12 atoms, in Å:
O (1.077, -2.637, 1.028)
C (0.921, -1.450, 0.950)
C (0.221, -0.825, -0.304)
C (-0.574, 0.420, 0.242)
C (-0.908, 1.425, -0.818)
S (0.467, 1.881, 0.274)
H (1.579, -0.777, 1.613)
H (-0.765, -1.292, -0.726)
H (1.029, -0.480, -0.979)
H (-0.951, 0.366, 1.195)
H (-0.280, 1.444, -1.600)
H (-1.815, 1.923, -0.874)

---

Quick look at relative energies in kJ/mol: A 346.6; B 0.0.

---

A | A cluster of 2 separate species, C4H6OS in total. Source: OMol25; level of theory: wB97M-V/def2-TZVPD.

For the HOMO-LUMO gap, the calculation gives 9.412 eV. As for the HOMO energy: -9.69 eV. For the LUMO energy, the calculation gives -0.28 eV.

Positions of all 12 atoms, in Å:
C (-2.268, 0.573, -0.274)
C (-1.638, 0.562, 0.765)
C (1.276, -0.708, -1.885)
C (-0.444, 0.727, 1.673)
O (2.721, -1.090, 0.184)
S (1.572, -1.595, -0.501)
H (-3.128, 0.259, -0.921)
H (0.369, -1.036, -2.442)
H (1.850, 0.123, -2.112)
H (0.010, 1.626, 1.602)
H (0.411, 0.092, 1.242)
H (-0.731, 0.469, 2.670)

---

B | The molecule C4H6OS. Source: OMol25; level of theory: wB97M-V/def2-TZVPD.

For the HOMO-LUMO gap, the calculation gives 9.466 eV. As for the HOMO energy: -8.59 eV. For the LUMO energy, the calculation gives 0.87 eV.

Positions of all 12 atoms, in Å:
C (-1.004, 0.044, 1.904)
C (-0.187, 0.364, 0.932)
C (0.326, -0.488, -0.538)
C (1.203, 0.703, -0.948)
O (0.896, 1.293, -2.148)
S (0.818, 1.759, 0.543)
H (-1.177, 0.732, 2.717)
H (-1.524, -0.899, 1.926)
H (0.867, -1.392, -0.297)
H (-0.514, -0.669, -1.203)
H (2.273, 0.486, -0.982)
H (-0.035, 1.552, -2.156)

---

C | The molecule C4H6OS. Source: OMol25; level of theory: wB97M-V/def2-TZVPD.

For the HOMO-LUMO gap, the calculation gives 9.043 eV. As for the HOMO energy: -8.96 eV. For the LUMO energy, the calculation gives 0.08 eV.

Positions of all 12 atoms, in Å:
C (1.922, 0.003, -1.349)
C (1.530, 0.259, 0.301)
C (0.701, -0.892, 0.732)
C (-0.509, -0.047, 0.251)
S (-2.167, -0.098, 0.006)
O (0.354, 1.043, 0.189)
H (2.936, -0.544, -1.270)
H (2.316, 0.927, -1.665)
H (0.971, -0.453, -2.006)
H (2.342, 0.542, 1.105)
H (0.808, -2.156, 0.612)
H (0.600, -1.036, 2.008)

---

D | The molecule C4H6OS. Source: OMol25; level of theory: wB97M-V/def2-TZVPD.

For the HOMO-LUMO gap, the calculation gives 9.041 eV. As for the HOMO energy: -8.63 eV. For the LUMO energy, the calculation gives 0.41 eV.

Positions of all 12 atoms, in Å:
O (1.105, -2.022, 1.005)
C (0.115, -1.441, 0.354)
S (-1.434, -2.059, 0.072)
C (0.356, -0.032, -0.010)
C (-0.590, 1.128, 0.385)
C (-0.375, 0.777, -1.067)
H (1.919, -1.530, 0.821)
H (1.423, 0.251, 0.084)
H (-0.059, 2.053, 0.669)
H (-1.550, 0.903, 0.849)
H (0.268, 1.612, -1.446)
H (-1.177, 0.360, -1.715)

---

Quick look at relative energies in kJ/mol: A 260.7; B 24.0; C 221.8; D 0.0.

---

A | A cluster of 3 separate species, C2H12N4 in total. Source: OMol25; level of theory: wB97M-V/def2-TZVPD.

For the HOMO-LUMO gap (alpha / beta), the calculation gives 6.497 / 7.551 eV. As for the HOMO energy (alpha / beta): -5.69 / -6.58 eV. For the LUMO energy (alpha / beta), the calculation gives 0.81 / 0.97 eV.

Positions of all 18 atoms, in Å:
C (-1.217, -0.520, -0.272)
C (-0.839, -1.115, 1.041)
N (0.948, -1.232, -1.156)
N (1.916, -0.557, -0.300)
H (1.011, -0.714, -2.038)
H (0.794, 0.838, -0.270)
H (2.828, -0.469, -0.750)
H (-2.048, 0.180, -0.217)
H (-1.298, -1.196, -1.107)
H (-1.733, -1.330, 1.640)
H (-0.262, -2.026, 0.898)
H (-0.232, -0.418, 1.633)
N (-0.431, 2.363, 0.383)
N (-0.136, 1.259, -0.471)
H (-1.369, 2.228, 0.758)
H (0.208, 2.333, 1.172)
H (-0.204, 1.539, -1.441)
H (2.062, -1.163, 0.499)

---

B | A cluster of 2 separate species, C2H12N4 in total. Source: OMol25; level of theory: wB97M-V/def2-TZVPD.

For the HOMO-LUMO gap, the calculation gives 10.209 eV. As for the HOMO energy: -9.35 eV. For the LUMO energy, the calculation gives 0.86 eV.

Positions of all 18 atoms, in Å:
N (0.465, -0.137, -3.646)
C (-0.166, -0.008, -2.371)
N (-1.075, 1.214, -2.423)
H (-0.193, -0.356, -4.375)
H (0.813, 0.750, -4.001)
H (-0.760, -0.871, -2.041)
H (0.531, 0.091, -1.506)
H (-1.775, 1.196, -1.687)
H (-0.535, 1.966, -1.996)
N (1.069, -0.798, 3.777)
C (0.540, 0.098, 2.658)
N (-0.634, -0.329, 1.867)
H (0.440, -0.740, 4.571)
H (1.022, -1.731, 3.403)
H (0.010, 1.051, 3.033)
H (1.410, 0.305, 2.033)
H (-1.468, -0.339, 2.464)
H (-0.590, -1.266, 1.459)

---

C | A cluster of 2 separate species, C2H12N4 in total. Source: OMol25; level of theory: wB97M-V/def2-TZVPD.

For the HOMO-LUMO gap, the calculation gives 10.493 eV. As for the HOMO energy: -9.57 eV. For the LUMO energy, the calculation gives 0.93 eV.

Positions of all 18 atoms, in Å:
N (-0.697, 0.603, -2.576)
C (-0.808, 1.668, -1.550)
N (-1.537, 1.251, -0.376)
H (-0.206, -0.167, -2.205)
H (-0.225, 0.998, -3.377)
H (-1.335, 2.491, -2.033)
H (0.184, 2.067, -1.311)
H (-1.097, 0.429, 0.034)
H (-2.371, 0.827, -0.794)
N (0.576, -1.824, 2.636)
C (0.994, -0.761, 1.700)
N (1.247, -1.307, 0.380)
H (0.295, -1.375, 3.503)
H (-0.297, -2.213, 2.284)
H (1.881, -0.318, 2.101)
H (0.155, -0.066, 1.617)
H (2.200, -1.637, 0.336)
H (1.042, -0.668, -0.368)

---

Quick look at relative energies in kJ/mol: A 534.5; B 43.2; C 0.0.